# C14H41BClN6NbO16PS

A molecular structure, C14H41BClN6NbO16PS at a distorted geometry (ωB97M-V/def2-TZVPD, the Open Molecules 2025 dataset).

Values from the calculation:
- relative energy (zero: lowest compared OMol25 entry of this formula, charge and spin) (kcal per mole) = 29.6
- charge = -1
- E_HOMO (eV) = -3.82

XYZ file:
```
82
C14H41BClN6NbO16PS | the Open Molecules 2025 dataset | ωB97M-V/def2-TZVPD
C 4.158 -1.946 -2.761
C 3.328 -1.232 -3.890
O 2.870 0.017 -3.349
B 1.448 0.127 -3.291
O 0.824 0.602 -4.506
Nb 0.149 -0.352 -1.404
N -1.438 -0.790 -2.813
C 0.754 -2.542 -1.504
C 1.250 -3.153 -0.152
O 0.420 -4.306 0.124
C -1.297 -0.937 0.273
S -2.872 -1.672 -0.318
O -3.760 -1.817 0.892
O -2.684 -3.038 -0.895
C 1.852 0.176 0.031
Cl 2.832 1.652 -0.499
C 1.316 0.561 1.467
C 2.550 0.857 2.408
P -0.512 2.124 -1.374
C -1.696 2.576 0.013
O -1.434 2.446 -2.812
H 4.004 -1.360 -1.838
H 5.236 -1.915 -2.976
H 3.768 -2.956 -2.563
H 4.000 -1.005 -4.733
H 2.443 -1.815 -4.188
H 0.716 1.550 -4.407
H -1.071 -1.003 -3.733
H -2.122 -0.041 -2.846
H 1.510 -2.777 -2.262
H -0.155 -3.099 -1.801
H 2.267 -3.561 -0.322
H 1.224 -2.455 0.703
H 0.867 -4.862 0.759
H -1.602 -0.122 0.952
H -0.888 -1.739 0.924
H -3.519 -0.817 -1.181
H 2.523 -0.692 0.191
H 0.764 -0.267 1.935
H 0.752 1.502 1.379
H 2.210 0.633 3.439
H 2.754 1.924 2.331
H 3.440 0.281 2.120
H -2.721 2.281 -0.279
H -1.689 3.677 0.158
H -1.416 2.147 0.987
H -2.327 2.653 -2.528
C 1.388 3.872 5.908
N 1.525 2.930 4.771
O 1.287 1.756 4.974
O 1.866 3.414 3.715
H 1.077 3.320 6.788
H 2.356 4.340 6.064
H 0.638 4.605 5.623
C 1.251 -2.109 5.211
N 2.485 -2.191 4.391
O 3.532 -2.404 4.966
O 2.354 -2.034 3.205
H 1.516 -2.266 6.251
H 0.826 -1.119 5.062
H 0.574 -2.883 4.860
C -0.782 -5.157 -5.001
N -0.136 -3.830 -5.147
O -0.359 -3.203 -6.160
O 0.564 -3.470 -4.232
H -1.379 -5.351 -5.886
H 0.009 -5.895 -4.895
H -1.404 -5.119 -4.110
C -0.032 5.964 2.127
N -0.466 6.199 3.528
O -1.573 5.830 3.846
O 0.326 6.743 4.268
H -0.838 5.471 1.593
H 0.191 6.932 1.688
H 0.853 5.334 2.161
C -6.950 0.103 -1.566
N -6.311 1.434 -1.724
O -6.539 2.049 -2.741
O -5.604 1.814 -0.821
H -7.548 -0.102 -2.448
H -6.155 -0.631 -1.458
H -7.571 0.139 -0.676
```